[1]
ORCA calculation (ωB97M-V with the def2-TZVPD basis set) on a cluster of 9 separate species, C61H119N5O17 in total.

Results
SMILES string   CC1(C)CCCC(C)(C)N1O.CC1(C)CCCC(C)(C)N1O.CC1(C)CCCC(C)(C)N1O.CC1(C)CCCC(C)(C)N1O.CC1(C)CCCC(C)(C)N1O.C[C@H]1COC(=O)O1.C[C@H]1COC(=O)O1.C[C@H]1COC(=O)O1.C[C@H]1COC(=O)O1
Gap between HOMO and LUMO   8.1 eV

Positions of all 202 atoms, in Å:
C (-0.783, 4.673, 5.005)
C (-0.149, 5.106, 3.675)
C (0.169, 4.159, 2.520)
O (-0.205, 4.930, 1.408)
C (-0.976, 5.925, 1.785)
O (-1.571, 6.605, 1.023)
O (-1.179, 5.918, 3.057)
H (-0.143, 3.900, 5.431)
H (-1.807, 4.341, 4.833)
H (-0.707, 5.397, 5.816)
H (0.770, 5.634, 3.929)
H (-0.273, 3.169, 2.637)
H (1.235, 3.963, 2.410)
C (1.379, 1.909, -1.965)
C (0.455, 1.365, -0.873)
C (0.551, -0.228, -0.749)
O (0.844, -0.393, 0.623)
C (0.696, 0.735, 1.238)
O (0.602, 0.865, 2.464)
O (0.792, 1.756, 0.404)
H (2.446, 1.911, -1.746)
H (1.208, 2.975, -2.115)
H (1.234, 1.509, -2.969)
H (-0.554, 1.711, -1.096)
H (1.231, -0.715, -1.449)
H (-0.404, -0.704, -0.971)
C (3.930, 2.481, 1.643)
C (4.331, 2.393, 3.141)
C (5.391, 3.489, 3.560)
O (4.811, 3.862, 4.773)
C (3.573, 3.508, 4.961)
O (2.815, 3.880, 5.851)
O (3.208, 2.782, 3.905)
H (3.742, 3.481, 1.254)
H (3.072, 1.812, 1.577)
H (4.712, 2.028, 1.033)
H (4.541, 1.379, 3.480)
H (5.293, 4.219, 2.757)
H (6.416, 3.123, 3.622)
C (-2.097, 4.988, -2.350)
C (-0.975, 6.032, -2.697)
C (0.155, 6.062, -1.585)
O (1.336, 5.896, -2.357)
C (1.089, 5.744, -3.654)
O (1.901, 5.459, -4.478)
O (-0.214, 5.710, -3.893)
H (-2.718, 5.574, -1.673)
H (-1.745, 4.080, -1.860)
H (-2.677, 4.762, -3.245)
H (-1.310, 7.045, -2.919)
H (0.083, 5.230, -0.884)
H (0.161, 7.020, -1.065)
C (-3.195, 2.774, -5.774)
C (-3.452, 1.515, -4.882)
C (-4.335, 0.573, -5.761)
C (-3.482, -0.110, -6.869)
C (-2.437, -0.968, -6.171)
C (-1.529, -0.174, -5.223)
N (-2.244, 0.767, -4.400)
O (-1.501, 1.534, -3.597)
C (-0.915, -1.273, -4.253)
C (-0.464, 0.548, -6.030)
C (-4.335, 1.916, -3.674)
H (-2.552, 2.598, -6.636)
H (-2.655, 3.472, -5.135)
H (-4.122, 3.259, -6.083)
H (-5.036, -0.126, -5.304)
H (-5.041, 1.230, -6.269)
H (-2.861, 0.557, -7.468)
H (-4.140, -0.669, -7.534)
H (-1.790, -1.453, -6.901)
H (-2.954, -1.785, -5.668)
H (-1.698, -1.986, -3.996)
H (-0.163, -1.934, -4.684)
H (-0.451, -0.720, -3.437)
H (-0.827, 0.966, -6.969)
H (0.021, 1.358, -5.485)
H (0.329, -0.139, -6.326)
H (-4.755, 1.011, -3.234)
H (-5.234, 2.511, -3.832)
H (-3.674, 2.277, -2.886)
H (-0.977, 2.064, -4.202)
C (-1.926, -7.926, -1.615)
C (-1.821, -6.604, -2.463)
C (-2.985, -5.684, -2.065)
C (-2.817, -5.039, -0.679)
C (-1.467, -4.312, -0.595)
C (-0.191, -5.131, -1.117)
N (-0.541, -5.882, -2.329)
O (0.520, -6.617, -2.761)
C (0.923, -4.118, -1.361)
C (0.330, -6.052, 0.007)
C (-2.184, -6.900, -3.936)
H (-2.067, -7.642, -0.572)
H (-0.964, -8.433, -1.673)
H (-2.673, -8.654, -1.931)
H (-3.069, -4.898, -2.817)
H (-3.904, -6.267, -2.133)
H (-3.030, -5.783, 0.088)
H (-3.603, -4.289, -0.589)
H (-1.348, -3.959, 0.429)
H (-1.507, -3.298, -0.992)
H (1.160, -3.605, -0.429)
H (1.794, -4.671, -1.713)
H (0.672, -3.278, -2.009)
H (-0.395, -6.759, 0.409)
H (1.086, -6.705, -0.430)
H (0.712, -5.459, 0.837)
H (-3.184, -7.327, -4.018)
H (-1.477, -7.519, -4.490)
H (-2.150, -6.020, -4.577)
H (0.480, -6.435, -3.703)
C (7.106, -0.189, -6.152)
C (6.068, -0.459, -5.079)
C (5.290, 0.842, -5.059)
C (3.952, 0.778, -4.352)
C (3.205, -0.412, -4.949)
C (3.932, -1.839, -4.907)
N (5.239, -1.630, -5.512)
O (6.000, -2.787, -5.779)
C (4.013, -2.410, -3.515)
C (3.123, -2.830, -5.734)
C (6.721, -0.732, -3.696)
H (6.666, -0.012, -7.133)
H (7.775, -1.043, -6.259)
H (7.813, 0.565, -5.806)
H (5.761, 1.657, -4.509)
H (5.171, 1.344, -6.020)
H (3.395, 1.707, -4.472)
H (4.139, 0.705, -3.281)
H (3.000, -0.110, -5.976)
H (2.274, -0.560, -4.401)
H (4.771, -3.165, -3.306)
H (4.255, -1.644, -2.779)
H (3.102, -2.892, -3.159)
H (3.046, -2.359, -6.714)
H (3.665, -3.774, -5.791)
H (2.137, -2.994, -5.299)
H (7.041, -1.772, -3.620)
H (6.001, -0.568, -2.895)
H (7.545, -0.072, -3.426)
H (5.617, -3.005, -6.632)
C (-0.205, 0.494, 9.150)
C (-0.011, -0.755, 8.173)
C (-0.413, -0.386, 6.726)
C (0.533, 0.500, 6.002)
C (1.929, -0.199, 6.008)
C (2.483, -0.464, 7.462)
N (1.425, -1.168, 8.241)
O (1.895, -1.737, 9.432)
C (3.697, -1.392, 7.310)
C (2.880, 0.889, 8.098)
C (-0.903, -1.970, 8.554)
H (0.345, 1.308, 8.677)
H (0.190, 0.249, 10.136)
H (-1.227, 0.830, 9.324)
H (-0.591, -1.318, 6.189)
H (-1.365, 0.144, 6.706)
H (0.522, 1.472, 6.496)
H (0.046, 0.607, 5.033)
H (2.686, 0.348, 5.445)
H (1.812, -1.121, 5.438)
H (4.458, -1.040, 6.614)
H (4.206, -1.571, 8.257)
H (3.342, -2.364, 6.967)
H (3.879, 1.235, 7.830)
H (2.222, 1.699, 7.782)
H (2.855, 0.762, 9.180)
H (-0.538, -2.581, 9.379)
H (-0.946, -2.725, 7.769)
H (-1.924, -1.605, 8.663)
H (1.919, -2.639, 9.104)
C (-3.053, -0.179, 0.728)
C (-4.159, -0.614, 1.818)
C (-3.337, -1.300, 2.997)
C (-2.795, -0.274, 4.025)
C (-3.852, 0.667, 4.517)
C (-4.587, 1.434, 3.355)
N (-5.050, 0.497, 2.318)
O (-5.778, 1.142, 1.350)
C (-5.816, 2.105, 4.029)
C (-3.569, 2.506, 2.825)
C (-5.049, -1.744, 1.125)
H (-3.463, 0.014, -0.264)
H (-2.361, -0.984, 0.480)
H (-2.599, 0.758, 1.051)
H (-3.862, -2.123, 3.482)
H (-2.430, -1.753, 2.595)
H (-1.931, 0.253, 3.621)
H (-2.323, -0.789, 4.861)
H (-3.350, 1.439, 5.099)
H (-4.506, 0.119, 5.196)
H (-6.548, 1.369, 4.362)
H (-5.531, 2.690, 4.904)
H (-6.301, 2.799, 3.342)
H (-3.967, 3.048, 1.967)
H (-3.259, 3.210, 3.598)
H (-2.611, 2.071, 2.540)
H (-4.526, -2.698, 1.066)
H (-5.526, -1.378, 0.216)
H (-5.813, -2.076, 1.828)
H (-6.663, 1.172, 1.721)

***

[2]
ORCA calculation (ωB97M-V with the def2-TZVPD basis set) on a structure of composition C27H20BF4N6O6RuS6.

Results
Gap between HOMO and LUMO (alpha / beta)   7.1 / 6.0 eV
Multiplicity   6

Positions of all 71 atoms, in Å:
Ru (2.127, 0.408, 0.377)
N (0.322, -0.121, 1.356)
S (-0.580, -1.427, 1.100)
C (-2.061, -0.885, 0.282)
C (-2.808, 0.168, 0.804)
C (-3.892, 0.627, 0.079)
C (-4.216, 0.040, -1.143)
C (-3.459, -1.003, -1.649)
C (-2.363, -1.473, -0.933)
C (-1.211, -1.840, 2.718)
C (-0.520, -1.420, 3.841)
C (-1.003, -1.784, 5.092)
C (-2.143, -2.565, 5.202)
C (-2.815, -2.990, 4.062)
C (-2.353, -2.628, 2.809)
H (-0.143, 0.553, 1.967)
H (-2.542, 0.623, 1.752)
H (-4.486, 1.446, 0.464)
H (-5.065, 0.408, -1.704)
H (-3.702, -1.444, -2.606)
H (-1.738, -2.261, -1.333)
H (0.371, -0.811, 3.751)
H (-0.484, -1.446, 5.978)
H (-2.515, -2.841, 6.180)
H (-3.706, -3.598, 4.149)
H (-2.882, -2.941, 1.916)
O (-0.072, 2.938, 5.266)
S (0.047, 2.776, 3.853)
O (-1.097, 2.324, 3.097)
N (1.286, 1.719, 3.472)
C (2.152, 2.305, 2.723)
S (3.504, 1.460, 2.004)
C (1.943, 3.757, 2.467)
C (2.700, 4.622, 1.702)
C (2.253, 5.934, 1.583)
C (1.081, 6.354, 2.204)
C (0.311, 5.474, 2.961)
C (0.774, 4.182, 3.073)
H (3.592, 4.279, 1.193)
H (2.821, 6.636, 0.989)
H (0.757, 7.380, 2.090)
H (-0.607, 5.792, 3.435)
F (3.499, 0.615, -1.338)
B (4.028, 2.017, -1.540)
F (4.276, 2.181, -2.871)
F (2.959, 2.831, -1.089)
F (5.127, 2.155, -0.733)
S (2.608, -1.037, -5.633)
C (1.498, -0.506, -4.560)
S (1.413, 1.114, -3.916)
C (0.057, 0.640, -2.953)
N (-0.353, -0.567, -3.133)
N (0.439, -1.202, -4.020)
C (0.130, -2.569, -4.320)
C (0.189, -3.507, -3.304)
C (-0.142, -4.824, -3.586)
C (-0.514, -5.188, -4.872)
C (-0.555, -4.236, -5.882)
C (-0.233, -2.916, -5.611)
S (-0.858, 1.732, -1.941)
H (0.512, -3.205, -2.316)
H (-0.093, -5.566, -2.800)
H (-0.764, -6.218, -5.092)
H (-0.835, -4.522, -6.888)
H (-0.248, -2.166, -6.390)
O (0.054, 2.811, 0.102)
N (0.358, 2.001, -0.703)
O (3.086, -1.633, 0.651)
N (2.477, -2.191, -0.320)
O (2.635, -3.341, -0.607)
O (1.675, -1.432, -0.959)

***

[3]
ORCA calculation (ωB97M-V with the def2-TZVPD basis set) on the molecule C6H11NO.

Results
SMILES string   C=C[C@H](N)O/C=C\C
Gap between HOMO and LUMO   9.5 eV

Positions of all 19 atoms, in Å:
C (-1.382, 0.812, 0.620)
C (-1.249, 0.106, -0.543)
C (-1.256, 0.273, 1.995)
O (-0.742, -1.162, -0.474)
H (-1.611, 1.871, 0.548)
H (-1.954, 0.340, -1.355)
H (-0.095, 0.555, -1.837)
H (-0.352, 0.658, 2.476)
H (-2.103, 0.591, 2.605)
H (-1.193, -0.816, 1.985)
C (0.832, -1.118, -1.189)
C (1.645, -0.624, -0.035)
C (1.763, 0.646, 0.330)
N (0.772, -0.247, -2.264)
H (0.326, -0.700, -3.054)
H (0.977, -2.172, -1.432)
H (2.011, -1.402, 0.621)
H (1.401, 1.464, -0.267)
H (2.210, 0.924, 1.270)

***

Max |F| values, unit eV/Å, following the record order: 4.71 0.38 4.40.
Calculated total energy values, unit eV, following the record order: -107436.792 -128686.410 -9934.349.
Energy relative to the best compared isomer or geometry (same formula, charge and spin) values, unit kcal/mol, following the record order: 0.0 0.0 94.7.